No. 1
Here is a molecular structure, C39H51B2BrF8LuNO6S2SbSi at a distorted geometry from the OMol25 dataset. Energies are from ωB97M-V with the def2-TZVPD basis set.

Values from the calculation:
multiplicity = 2
LUMO energy (alpha / beta) = 3.507 / 2.409 eV
energy relative to the best compared isomer or geometry (same formula, charge and spin) = 0.0 kJ/mol
gap between HOMO and LUMO (alpha / beta) = 0.2235 / 0.1832 Eh
total charge = -2

CARTESIAN COORDINATES (ANGSTROEM)
Lu  1.800652  -2.515988  -0.162139
C  0.023988  1.684846  -7.078360
C  0.120634  0.196825  -6.740890
C  1.393834  -0.354594  -7.396983
C  -1.097509  -0.509923  -7.351298
C  0.163637  -0.051093  -5.235689
C  0.293108  -1.349200  -4.747318
C  0.363549  -1.574258  -3.394337
Br  0.438029  -3.362357  -2.783779
C  0.379764  -0.558018  -2.397221
O  0.552086  -0.842934  -1.147144
C  0.133866  0.754524  -2.904835
C  0.070774  0.956177  -4.283244
C  0.058122  1.973361  -1.980313
C  -0.746873  1.700105  -0.700333
C  1.498440  2.367364  -1.638773
C  -0.617893  3.178687  -2.651355
H  0.034854  1.816178  -8.164082
H  0.863357  2.244576  -6.661637
H  -0.897952  2.127641  -6.696288
H  1.383450  -0.175006  -8.477049
H  1.492953  -1.428055  -7.233266
H  2.278491  0.123373  -6.972512
H  -1.140040  -0.351941  -8.434245
H  -2.021298  -0.130615  -6.909802
H  -1.061817  -1.584655  -7.168571
H  0.325326  -2.201099  -5.415932
H  -0.059145  1.969763  -4.630561
H  -0.422886  0.791685  -0.204921
H  -1.812683  1.612276  -0.938780
H  -0.629220  2.545817  -0.016810
H  2.019538  1.517310  -1.203497
H  1.524027  3.209672  -0.938292
H  2.032191  2.658541  -2.549487
H  -1.601567  2.917142  -3.050019
H  -0.018936  3.605264  -3.459154
H  -0.752142  3.961555  -1.900697
C  3.592994  2.404782  4.951864
Si  4.447459  3.144405  3.458821
C  3.653046  4.748436  2.910234
C  6.205094  3.594025  3.975212
C  4.617467  1.903210  2.052785
C  5.871206  1.398458  1.690957
C  5.974992  0.473515  0.669596
C  4.814075  0.060235  0.014391
N  3.614333  0.491683  0.353740
C  3.513659  1.394961  1.344381
S  1.911388  1.868700  1.807274
H  3.088599  3.185712  5.527501
H  4.320493  1.915888  5.604154
H  2.848833  1.663161  4.664637
H  3.819521  5.508811  3.678920
H  2.582276  4.644102  2.745157
H  4.106557  5.102098  1.981267
H  6.162356  4.312924  4.798173
H  6.756343  4.060005  3.154593
H  6.776009  2.731705  4.322225
H  6.762962  1.721547  2.213182
H  6.929750  0.051185  0.384406
H  4.818486  -0.662028  -0.797056
F  3.203612  -1.898688  -1.505766
Sb  4.316634  -3.778128  0.897215
F  6.032734  -4.267401  0.097840
F  2.637709  -4.370794  -0.752994
F  4.029861  -5.588417  1.399272
F  1.807794  -3.822172  1.545987
F  5.096722  -3.459496  2.680337
F  -0.412910  -3.122568  0.244096
B  -1.013778  -2.470440  1.357554
F  -1.392425  -3.392284  2.313885
C  -8.029686  1.366215  1.269871
C  -7.507277  1.387399  -0.167073
C  -7.426273  2.852002  -0.617259
C  -8.514170  0.642708  -1.053272
C  -6.129807  0.729324  -0.291201
C  -5.483512  0.737270  -1.531639
C  -4.239740  0.144932  -1.737263
C  -3.657522  -0.465181  -0.649690
O  -2.469117  -1.113117  -0.573011
B  -2.326433  -1.526250  0.758789
O  -3.477846  -1.130398  1.481741
C  -4.276720  -0.476727  0.586911
C  -5.509584  0.104371  0.797655
H  -8.995482  1.875151  1.313782
H  -7.347948  1.876832  1.952002
H  -8.173302  0.347962  1.635300
H  -8.392723  3.345870  -0.481464
H  -7.152008  2.937282  -1.668789
H  -6.677502  3.393961  -0.037416
H  -9.507424  1.093439  -0.970416
H  -8.586294  -0.405461  -0.757142
H  -8.212669  0.671338  -2.100966
H  -5.960527  1.225238  -2.372778
H  -3.744017  0.163020  -2.698346
H  -5.953977  0.073539  1.781290
C  0.965694  -5.788807  7.087918
C  1.046038  -4.741013  6.011139
C  -0.040829  -3.904486  5.762775
C  0.018028  -2.932773  4.781950
C  1.171635  -2.815905  4.019622
C  2.269385  -3.620225  4.249507
C  2.195432  -4.579361  5.251797
S  1.276949  -1.456905  2.904596
O  1.154191  -0.291655  3.746982
O  0.096828  -1.497332  1.938524
O  2.469757  -1.467892  2.067055
H  0.114301  -6.452807  6.925805
H  0.843081  -5.337051  8.075413
H  1.868005  -6.399712  7.110943
H  -0.950093  -4.017839  6.343166
H  -0.830413  -2.290185  4.595987
H  3.171797  -3.507816  3.669308
H  3.053238  -5.219040  5.423650

Atoms 1-2, force components in eV/Å:
Lu -0.82 0.52 -0.65
C 0.00 0.04 -0.02


No. 2
Here is a molecular structure, C39H51BN9O2S4Tl at a distorted geometry from the OMol25 dataset. Energies are from ωB97M-V with the def2-TZVPD basis set.

Values from the calculation:
LUMO energy = -5.297 eV
energy relative to the best compared isomer or geometry (same formula, charge and spin) = 7.3 kJ/mol
gap between HOMO and LUMO = 0.2607 Eh
total charge = +2

CARTESIAN COORDINATES (ANGSTROEM)
Tl  -2.430571  -0.075221  3.295536
C  -4.834371  -2.887521  -2.372464
C  -3.731671  -1.886721  -2.333064
C  -3.524271  -1.046021  -3.413964
C  -2.434571  -0.167321  -3.404864
N  -1.549671  -0.239021  -2.433264
N  -1.739571  -0.999821  -1.378964
B  -0.531571  -0.798321  -0.439664
N  0.731429  -1.653021  -0.774764
N  1.617029  -1.738221  -1.730864
C  2.652629  -2.534521  -1.542564
C  2.776729  -3.310921  -0.363364
C  1.836229  -3.234521  0.637036
C  1.856129  -4.033721  1.884736
C  0.809229  -2.315821  0.384836
S  -0.543571  -1.752521  1.280036
C  3.747329  -2.537221  -2.585764
C  4.614429  -3.797221  -2.519064
C  4.629029  -1.314121  -2.286664
C  3.156729  -2.409421  -3.990364
N  -0.202671  0.671979  -0.311064
N  1.023529  1.042679  -0.663964
C  1.373129  2.297379  -0.623764
C  0.469129  3.292479  -0.170564
C  -0.789571  2.929879  0.218036
C  -1.799471  3.895979  0.721536
C  -1.147771  1.550979  0.117036
S  -2.704571  1.010479  0.445736
C  2.770529  2.601479  -1.120164
C  3.131329  4.084879  -1.025564
C  3.768329  1.784179  -0.288164
C  2.822529  2.167479  -2.592264
C  -2.824671  -1.787721  -1.261164
S  -3.211471  -2.612121  0.248736
C  -2.202371  0.917079  -4.427364
C  -3.126071  0.798979  -5.639164
C  -0.745471  0.889479  -4.898164
C  -2.479771  2.242279  -3.695264
H  -5.571071  -2.592021  -3.113864
H  -5.335971  -3.020321  -1.418664
H  -4.425971  -3.857521  -2.661164
H  -4.206671  -1.079821  -4.244864
H  3.617429  -3.971921  -0.241364
H  2.787229  -4.584621  1.974036
H  1.023229  -4.736921  1.878736
H  1.718129  -3.385421  2.748236
H  5.236329  -3.810521  -1.628264
H  5.280629  -3.811021  -3.376764
H  4.009929  -4.699721  -2.551864
H  4.999429  -1.344521  -1.265564
H  4.069029  -0.396721  -2.429864
H  5.482229  -1.315521  -2.957264
H  2.613029  -3.314021  -4.251064
H  3.959929  -2.278621  -4.710264
H  2.486729  -1.557621  -4.054164
H  0.774529  4.325379  -0.132364
H  -1.394471  4.903679  0.751136
H  -2.129671  3.600979  1.718936
H  -2.682271  3.880079  0.080536
H  3.109229  4.442479  0.002136
H  2.468229  4.697779  -1.632564
H  4.142029  4.221279  -1.402364
H  3.757629  2.114979  0.748836
H  4.771929  1.920079  -0.681764
H  3.510829  0.729379  -0.323064
H  2.163229  2.789579  -3.191964
H  2.503929  1.134679  -2.695964
H  3.832429  2.270679  -2.975964
H  -2.997071  -0.156121  -6.142464
H  -2.872871  1.580879  -6.350164
H  -4.171871  0.926379  -5.370464
H  -0.546771  -0.027221  -5.445964
H  -0.063071  0.954679  -4.056464
H  -0.567571  1.729379  -5.563364
H  -3.490371  2.256479  -3.290764
H  -2.375171  3.069979  -4.392264
H  -1.772371  2.375779  -2.879064
N  0.575229  1.566179  6.244936
C  1.582229  0.879579  5.615136
C  2.860129  0.514179  6.012336
C  3.635829  -0.154021  5.087436
C  3.158129  -0.436421  3.803136
C  1.881529  -0.095521  3.411036
C  1.069929  0.553779  4.338836
N  -0.223271  1.002979  4.244936
C  -0.478371  1.615179  5.387336
C  -1.719471  2.295179  5.669636
C  -1.970771  3.166879  6.699136
S  -3.569971  3.761679  6.606436
C  -3.803871  2.812879  5.193136
N  -2.781771  2.112379  4.828836
H  0.606529  1.928779  7.182836
H  3.238429  0.760579  6.992036
H  4.639129  -0.452321  5.351936
H  3.819129  -0.934221  3.109336
H  1.522129  -0.299621  2.416436
H  -1.316171  3.479179  7.486536
H  -4.740471  2.814179  4.669436
C  -5.417671  -2.386021  1.845436
C  -4.813471  -1.774921  0.638236
O  -5.197871  -0.885921  -0.044364
H  -6.447471  -2.046121  1.950536
H  -4.840671  -2.095921  2.726436
H  -5.392371  -3.474521  1.785236
O  -3.603871  -2.184421  4.812636
H  -3.215571  -3.063521  4.848136
H  -4.000971  -2.011121  5.669336

Atoms 1-2, force components in eV/Å:
Tl -0.09 0.14 -0.19
C -0.20 -0.14 0.06


- energy relative to the best compared isomer or geometry (same formula, charge and spin) of number 2 (C39H51BN9O2S4Tl)?
  7.3 kJ/mol


- energy relative to the best compared isomer or geometry (same formula, charge and spin) of number 2 (C39H51BN9O2S4Tl)?
  7.3 kJ/mol


- total charge of number 1 (C39H51B2BrF8LuNO6S2SbSi)?
  -2